{"formula": "C5H7N3", "method": "wB97M-V/def2-TZVPD", "de_lowest_kj_mol": 466.2, "max_force_ev_per_a": 2.9, "smiles": "C/N=c1\\nc1/C=N/C", "charge": 0, "lumo_ev": 0.1, "symbols": ["C", "N", "C", "N", "C", "C", "N", "C", "H", "H", "H", "H", "H", "H", "H"], "xyz": [[3.81154, -0.15334, 0.37750], [2.50597, 0.54885, 0.74698], [1.56284, 0.42315, -0.04704], [1.03141, 0.02079, -1.31962], [0.23757, 0.60399, -0.47309], [-1.15239, 0.85610, -0.12304], [-1.95951, -0.10684, -0.03450], [-3.29326, 0.05256, 0.36547], [4.29894, -0.55397, 1.31381], [4.49612, 0.69704, 0.04560], [3.62398, -0.98202, -0.36926], [-1.51090, 1.92569, 0.11054], [-3.83734, -0.67251, -0.16302], [-3.88369, 0.96738, 0.23806], [-3.49040, -0.36237, 1.41766]], "atomic_forces_ev_per_a": [[-0.259, 1.169, 0.385], [1.558, -1.272, 0.238], [-0.694, 0.694, -0.473], [-0.444, -0.099, 0.188], [1.040, -0.478, 0.630], [-1.731, 1.726, -0.103], [1.580, -0.044, -0.132], [-1.734, -0.703, 2.161], [-0.820, 0.275, -0.986], [-0.708, -1.460, -0.096], [0.575, 1.081, 0.660], [0.916, -1.288, -0.352], [-0.892, -1.042, -1.110], [0.850, 0.546, 0.084], [0.763, 0.896, -1.092]], "nbo_charge": [-0.45, -0.47, 0.36, -0.29, 0.19, 0.04, -0.34, -0.46, 0.21, 0.21, 0.20, 0.18, 0.22, 0.19, 0.22]}

***

{"formula": "C5H7N3", "method": "wB97M-V/def2-TZVPD", "de_lowest_kj_mol": 621.7, "max_force_ev_per_a": 5.4, "smiles": "[H]/N=C1/NC=C[C@@H]2N[C@@H]12", "charge": 0, "lumo_ev": 0.8, "symbols": ["H", "N", "C", "N", "C", "C", "C", "N", "C", "H", "H", "H", "H", "H", "H"], "xyz": [[-0.25434, 2.75013, 0.78112], [-1.03927, 2.15493, 0.38205], [-0.63981, 0.94466, 0.42253], [-1.52787, 0.01588, -0.10978], [-1.03864, -1.30781, -0.28499], [0.32814, -1.68718, -0.29083], [0.95687, -0.43204, -0.26784], [2.09348, 0.30037, 0.14129], [0.72097, 0.46087, 0.79846], [-2.64663, 0.00630, -0.22651], [-1.86457, -1.91226, -0.80253], [0.97488, -2.64306, -0.50700], [0.91734, 0.09191, -1.33515], [2.26760, 1.11207, -0.51907], [0.75184, 0.14524, 1.81825]], "atomic_forces_ev_per_a": [[-1.366, -0.755, -0.624], [1.291, 1.253, 1.202], [-0.816, 4.222, -0.812], [-1.210, -3.699, -0.260], [0.239, -2.480, -1.924], [-1.787, -2.189, -0.338], [2.416, 0.921, -4.761], [1.124, 2.399, 1.630], [-1.129, 0.790, 0.562], [3.922, 1.176, 0.825], [1.434, 0.268, 1.434], [-2.363, 1.564, 0.278], [-1.735, -1.105, 1.556], [-0.176, -1.575, 0.915], [0.157, -0.789, 0.317]], "nbo_charge": [0.33, -0.66, 0.42, -0.63, 0.02, -0.32, -0.10, -0.50, -0.23, 0.45, 0.21, 0.25, 0.17, 0.36, 0.23]}

***

{"formula": "C5H7N3", "method": "wB97M-V/def2-TZVPD", "de_lowest_kj_mol": 408.5, "max_force_ev_per_a": 3.4, "charge": 0, "lumo_ev": 0.7, "symbols": ["C", "C", "C", "C", "C", "N", "N", "N", "H", "H", "H", "H", "H", "H", "H"], "xyz": [[1.18646, -2.78163, 0.51956], [-0.78435, 0.57800, 1.26672], [1.73192, 0.59370, -0.39845], [1.11424, -0.56379, -0.12222], [-2.38813, 1.65875, -0.43489], [0.71896, -3.80777, 0.20553], [-1.51806, 0.97417, 0.44170], [1.48203, -1.54413, 0.82480], [1.18048, 1.12822, -1.30323], [2.56814, 1.07745, 0.13690], [0.36988, -1.08586, -0.68636], [-2.08765, 1.34934, -1.46378], [-2.34636, 2.67366, -0.19813], [-3.34114, 1.17420, -0.37871], [2.11358, -1.42431, 1.59055]], "atomic_forces_ev_per_a": [[-1.856, -2.851, -0.531], [-1.135, 0.385, -0.391], [-1.956, 0.399, -1.971], [2.119, -0.203, 0.051], [0.693, -2.843, -1.529], [1.098, 1.370, 0.424], [0.908, -0.306, 1.535], [0.710, 0.920, 0.509], [1.637, -0.769, 2.141], [-0.726, -0.501, -0.366], [-0.641, 0.864, -0.845], [0.099, 1.035, 0.457], [-0.292, 1.626, -0.113], [-0.932, 0.338, 0.491], [0.275, 0.537, 0.138]], "nbo_charge": [0.41, 0.28, -0.48, 0.02, -0.43, -0.38, -0.52, -0.65, 0.21, 0.22, 0.21, 0.22, 0.23, 0.23, 0.42]}

***

{"formula": "C5H7N3", "method": "wB97M-V/def2-TZVPD", "de_lowest_kj_mol": 495.1, "max_force_ev_per_a": 10.0, "smiles": "C=NN1[C@H](C#N)[C@@H]1C", "charge": 0, "lumo_ev": 0.5, "symbols": ["C", "N", "N", "C", "C", "N", "C", "C", "H", "H", "H", "H", "H", "H", "H"], "xyz": [[-1.54327, 1.77162, -1.60718], [-1.41656, 1.09406, -0.45574], [-0.28605, 0.23327, -0.46520], [0.75907, 0.57103, 0.44714], [2.06848, 0.31176, 0.23789], [3.27408, 0.41951, 0.22370], [-0.19405, -0.61270, 0.75690], [0.22412, -1.94296, 0.63161], [-2.30723, 2.64209, -1.79539], [-0.92654, 1.35770, -2.32861], [0.45450, 1.29740, 1.12728], [-0.86867, -0.29356, 1.50990], [0.53563, -2.33334, 1.63742], [0.86203, -2.07008, -0.23596], [-0.63552, -2.44580, 0.31625]], "atomic_forces_ev_per_a": [[-1.341, -0.993, 4.262], [-0.590, 3.360, -2.179], [-0.931, -1.921, -1.037], [-4.091, -1.300, 1.400], [9.818, 1.455, -0.789], [-6.032, -1.179, -0.071], [0.400, 4.884, -1.340], [0.863, -2.361, 0.518], [1.475, -2.162, 0.736], [1.246, 0.071, -2.042], [0.363, 1.832, 0.943], [-0.746, -0.099, 0.583], [0.232, 0.042, -1.278], [0.874, -0.123, 0.440], [-1.539, -1.508, -0.147]], "nbo_charge": [-0.08, -0.27, -0.28, -0.25, 0.26, -0.28, -0.01, -0.65, 0.21, 0.18, 0.25, 0.21, 0.23, 0.24, 0.23]}

***

{"formula": "C5H7N3", "method": "wB97M-V/def2-TZVPD", "de_lowest_kj_mol": 297.4, "max_force_ev_per_a": 3.4, "smiles": "N[C@H]1Cn2nccc21", "charge": 0, "lumo_ev": 0.9, "symbols": ["N", "C", "C", "N", "N", "C", "C", "C", "H", "H", "H", "H", "H", "H", "H"], "xyz": [[-0.88869, 0.37896, -2.03652], [-0.35522, 0.93149, -0.81944], [-1.37331, 0.70112, 0.34929], [-0.40878, -0.23525, 0.94298], [-0.04364, -0.99990, 1.99519], [1.27053, -1.20018, 1.68377], [1.67504, -0.64190, 0.40671], [0.58153, 0.04194, 0.08793], [-0.83509, -0.58924, -1.98022], [-0.34948, 0.59065, -2.88531], [-0.04602, 1.95354, -0.88966], [-2.25956, 0.09504, -0.02403], [-1.60088, 1.52620, 0.99841], [1.96288, -1.86524, 2.24495], [2.67068, -0.68724, -0.07406]], "atomic_forces_ev_per_a": [[0.629, 1.897, -1.166], [0.137, -1.017, 1.523], [-1.545, -1.814, -0.436], [0.999, 0.423, 0.214], [1.654, 0.471, -0.719], [0.211, -1.171, -0.423], [2.141, -0.749, 1.655], [-2.258, 1.021, -2.367], [-0.218, -2.213, 0.234], [-0.165, 0.318, 0.671], [0.159, 0.518, -0.371], [0.661, 1.299, 0.581], [-0.366, 0.392, 0.121], [-1.105, 0.601, -0.061], [-0.934, 0.025, 0.544]], "nbo_charge": [-0.82, -0.06, -0.19, -0.18, -0.26, -0.05, -0.36, 0.11, 0.36, 0.37, 0.21, 0.21, 0.21, 0.21, 0.24]}

***

{"formula": "C5H7N3", "method": "wB97M-V/def2-TZVPD", "de_lowest_kj_mol": 311.4, "max_force_ev_per_a": 3.6, "smiles": "c1n[nH]cc1N1CC1", "charge": 0, "lumo_ev": 1.0, "symbols": ["C", "N", "N", "C", "C", "N", "C", "C", "H", "H", "H", "H", "H", "H", "H"], "xyz": [[-1.27995, 0.90486, 0.36127], [-1.83847, 1.22688, -0.75371], [-1.08615, 0.69162, -1.69973], [0.06372, 0.16313, -1.15762], [0.00208, 0.34935, 0.23212], [0.82474, -0.27752, 1.16444], [0.85041, -1.71388, 1.19558], [2.08637, -0.90207, 0.77349], [-1.69711, 1.28301, 1.24239], [-1.28924, 0.81365, -2.65930], [0.72239, -0.41993, -1.71101], [0.89381, -2.25577, 2.12173], [0.48955, -2.25751, 0.35696], [2.78473, -0.59612, 1.53407], [2.45925, -0.86255, -0.29089]], "atomic_forces_ev_per_a": [[1.220, 1.049, 1.752], [-1.677, -0.021, -1.332], [2.105, -0.502, 1.120], [-1.308, 0.824, 0.980], [-0.790, -1.530, -3.151], [-0.199, 0.299, 0.678], [2.330, 0.313, -0.463], [-0.662, 0.581, -0.123], [-0.660, 0.238, 1.257], [-0.259, 0.205, -0.686], [1.089, -0.571, -1.037], [-0.271, 0.148, 0.427], [-0.847, -0.288, -0.566], [0.650, -0.535, -0.118], [-0.722, -0.212, 1.261]], "nbo_charge": [-0.06, -0.25, -0.33, -0.11, 0.04, -0.41, -0.23, -0.26, 0.20, 0.40, 0.20, 0.20, 0.19, 0.21, 0.19]}

***

{"formula": "C5H7N3O", "method": "wB97M-V/def2-TZVPD", "de_lowest_kj_mol": 316.5, "max_force_ev_per_a": 15.2, "smiles": "CC(=O)Nc1ncc[nH]1", "charge": 0, "lumo_ev": 0.7, "symbols": ["C", "C", "O", "N", "C", "N", "C", "C", "N", "H", "H", "H", "H", "H", "H", "H"], "xyz": [[0.65223, -1.89147, 0.65353], [0.55758, -0.91197, 1.71911], [1.07774, -1.05148, 2.81425], [-0.21811, 0.35893, 1.50050], [-0.45956, 0.73130, 0.18498], [-1.66752, 0.86544, -0.26680], [-1.37606, 1.41138, -1.59967], [-0.02372, 1.35634, -1.87839], [0.55803, 0.95584, -0.66111], [1.56748, -1.76076, -0.00708], [-0.39924, -1.89811, -0.02108], [0.82499, -2.91468, 0.97090], [-0.80471, 0.36171, 2.10346], [-1.98890, 1.65730, -2.33282], [0.31837, 1.73098, -2.69541], [1.38140, 0.99924, -0.48436]], "atomic_forces_ev_per_a": [[-1.654, -1.164, -4.077], [0.327, 2.360, 2.605], [-0.859, -0.066, -1.279], [11.603, -3.129, -9.352], [-1.229, -0.692, 1.814], [0.788, 1.977, -3.203], [3.813, -2.741, 3.737], [-4.684, -1.600, 6.532], [-12.078, -0.034, -4.411], [-1.301, 0.450, 0.469], [3.076, 0.136, 1.576], [-0.298, 0.086, 0.755], [-9.724, 0.996, 9.102], [-3.512, 1.013, -2.578], [3.203, 1.878, -4.709], [12.530, 0.531, 3.021]], "nbo_charge": [-0.75, 0.67, -0.54, -0.62, 0.49, -0.47, -0.07, -0.12, -0.50, 0.26, 0.24, 0.26, 0.37, 0.19, 0.20, 0.38]}

***

{"formula": "C5H7N3O", "method": "wB97M-V/def2-TZVPD", "de_lowest_kj_mol": 456.3, "max_force_ev_per_a": 8.7, "smiles": "OCCN=C1N=CC=N1", "charge": 0, "lumo_ev": -1.9, "symbols": ["O", "C", "C", "N", "C", "N", "C", "C", "N", "H", "H", "H", "H", "H", "H", "H"], "xyz": [[2.83698, -0.99859, -0.19015], [2.40344, 0.26019, -0.41831], [1.24800, 0.42920, 0.56314], [0.46654, -0.61345, 0.55519], [-0.75187, -0.46391, 0.34915], [-1.32396, 0.90449, 0.30457], [-2.55253, 0.67858, -0.28119], [-2.84614, -0.83710, -0.25994], [-1.75643, -1.49787, 0.12513], [1.81674, -1.39279, 0.09089], [2.09295, 0.47400, -1.43909], [3.25909, 1.05051, -0.46741], [1.84794, 0.50090, 1.55506], [0.53592, 1.31720, 0.17760], [-3.40494, 1.36499, -0.45123], [-3.87174, -1.17637, -0.21340]], "atomic_forces_ev_per_a": [[-2.553, -2.958, 0.742], [1.283, 2.380, -1.349], [2.695, 8.302, 0.399], [-2.593, -5.587, -0.219], [-2.854, 0.874, -0.412], [-4.958, -1.655, -3.231], [2.807, -1.123, 3.082], [3.518, 0.971, 1.651], [-1.681, 1.725, -0.561], [3.925, 0.017, -0.879], [-0.932, -0.644, -0.607], [-1.213, -1.147, 1.470], [-1.487, 0.253, -1.141], [2.628, -0.839, 1.685], [1.221, 0.143, 0.047], [0.192, -0.711, -0.674]], "nbo_charge": [-0.73, -0.05, -0.31, -0.39, 0.50, -0.43, 0.05, 0.04, -0.37, 0.48, 0.14, 0.18, 0.24, 0.23, 0.22, 0.21]}

***

Repeat the sixth record exactly.
{"formula": "C5H7N3", "method": "wB97M-V/def2-TZVPD", "de_lowest_kj_mol": 311.4, "max_force_ev_per_a": 3.6, "smiles": "c1n[nH]cc1N1CC1", "charge": 0, "lumo_ev": 1.0, "symbols": ["C", "N", "N", "C", "C", "N", "C", "C", "H", "H", "H", "H", "H", "H", "H"], "xyz": [[-1.27995, 0.90486, 0.36127], [-1.83847, 1.22688, -0.75371], [-1.08615, 0.69162, -1.69973], [0.06372, 0.16313, -1.15762], [0.00208, 0.34935, 0.23212], [0.82474, -0.27752, 1.16444], [0.85041, -1.71388, 1.19558], [2.08637, -0.90207, 0.77349], [-1.69711, 1.28301, 1.24239], [-1.28924, 0.81365, -2.65930], [0.72239, -0.41993, -1.71101], [0.89381, -2.25577, 2.12173], [0.48955, -2.25751, 0.35696], [2.78473, -0.59612, 1.53407], [2.45925, -0.86255, -0.29089]], "atomic_forces_ev_per_a": [[1.220, 1.049, 1.752], [-1.677, -0.021, -1.332], [2.105, -0.502, 1.120], [-1.308, 0.824, 0.980], [-0.790, -1.530, -3.151], [-0.199, 0.299, 0.678], [2.330, 0.313, -0.463], [-0.662, 0.581, -0.123], [-0.660, 0.238, 1.257], [-0.259, 0.205, -0.686], [1.089, -0.571, -1.037], [-0.271, 0.148, 0.427], [-0.847, -0.288, -0.566], [0.650, -0.535, -0.118], [-0.722, -0.212, 1.261]], "nbo_charge": [-0.06, -0.25, -0.33, -0.11, 0.04, -0.41, -0.23, -0.26, 0.20, 0.40, 0.20, 0.20, 0.19, 0.21, 0.19]}

***

Look up the charge of the first one.
0